No. 1
DFT (ωB97M-V/def2-TZVPD) results for 2 unconnected molecules or ions with the total composition C3H7NO.

Each line ends with the Löwdin charge.
Element x y z (Å)
C 0.5529 2.6130 -3.1483  -0.06
C 0.4999 1.6248 -1.9964  -0.33
O -0.2947 0.7297 -1.9454  0.05
H 1.2306 2.3434 -3.9583  0.08
H 0.7875 3.5611 -2.6549  0.07
H -0.4384 2.7366 -3.5817  0.07
H 1.2227 1.8887 -1.1887  0.11
C -0.8655 -3.4716 3.6304  -0.15
N -0.7100 -2.2918 3.1956  0.01
H -1.0493 -4.3596 3.0327  0.05
H -0.5923 -3.6658 4.6744  0.06
H -0.3435 -1.7086 3.9407  0.03

ΔE to the lowest compared entry with this formula, charge and spin ... 2.358 eV
LUMO energy ... 1.161 eV
SMILES string ... CC=O.C=N
Gap between HOMO and LUMO ... 11.0 eV
Calculated total energy ... -6760.392 eV

No. 2
DFT (ωB97M-V/def2-TZVPD) results for a single C3H7NO molecule.

Each line ends with the Löwdin charge.
Element x y z (Å)
C 0.5157 -1.3238 1.2984  -0.15
N 0.0537 -0.4210 0.3463  -0.07
C -0.5719 0.6326 0.5323  -0.25
O -0.7447 1.4545 -0.5289  -0.11
C -0.1804 0.9793 -1.7508  -0.09
H 0.1932 -1.1133 2.3192  0.06
H 0.0360 -2.2364 0.9443  0.08
H 1.6168 -1.3018 1.3496  0.09
H -0.7697 0.6725 1.6646  0.16
H 0.9041 0.8612 -1.6752  0.09
H -0.6212 0.0244 -2.0505  0.09
H -0.4316 1.7718 -2.4493  0.09

ΔE to the lowest compared entry with this formula, charge and spin ... 2.492 eV
LUMO energy ... 1.112 eV
SMILES string ... C/N=C/OC
Gap between HOMO and LUMO ... 10.4 eV
Calculated total energy ... -6760.258 eV

No. 3
DFT (ωB97M-V/def2-TZVPD) results for 2 unconnected molecules or ions with the total composition C3H7NO.

Each line ends with the Löwdin charge.
Element x y z (Å)
C -0.4043 1.5035 -0.2542  -0.09
N -0.1767 0.1589 -0.7236  0.04
C 0.5308 -0.6755 -0.0094  -0.28
C 1.7981 -0.9472 0.2692  0.01
O -1.8381 -0.9176 0.1479  -0.22
H -2.7307 -1.2302 -0.0822  0.01
H -0.5569 -1.2897 0.3816  0.14
H -1.2233 1.9507 -0.8126  0.08
H -0.5915 1.5528 0.8196  0.09
H 0.5232 2.0526 -0.4753  0.10
H 2.0600 -1.7176 0.9775  0.04
H 2.6094 -0.4406 -0.2384  0.05

ΔE to the lowest compared entry with this formula, charge and spin ... 6.232 eV
LUMO energy ... -1.138 eV
Gap between HOMO and LUMO ... 8.0 eV
Calculated total energy ... -6756.519 eV

No. 4
DFT (ωB97M-V/def2-TZVPD) results for a single C3H7NO molecule.

Each line ends with the Löwdin charge.
Element x y z (Å)
C -0.0392 -0.2308 1.7787  -0.12
N 0.3749 0.3066 0.3848  -0.15
C -0.2988 -0.0945 -0.8061  -0.26
C 0.5405 0.0204 -2.1104  -0.18
O 0.4276 -0.8861 -3.0056  -0.01
H -1.2239 -0.4231 1.8156  0.10
H 0.4243 -1.0975 2.2898  0.06
H 0.1589 0.5305 2.5719  0.06
H 0.5453 1.2733 0.6410  0.09
H -1.1590 0.6270 -0.9534  0.13
H -0.7685 -1.1036 -0.7147  0.13
H 1.0178 1.0778 -1.8918  0.14

ΔE to the lowest compared entry with this formula, charge and spin ... 3.283 eV
LUMO energy ... 0.764 eV
SMILES string ... CNCC=O
Gap between HOMO and LUMO ... 9.6 eV
Calculated total energy ... -6759.467 eV

No. 5
DFT (ωB97M-V/def2-TZVPD) results for 2 unconnected molecules or ions with the total composition C3H7NO.

Each line ends with the Löwdin charge.
Element x y z (Å)
C -2.3959 0.8274 -2.0415  0.03
C -1.0361 0.6375 -1.7736  -0.25
O -0.5528 0.3216 -0.5388  -0.09
H -2.8756 1.0763 -2.9631  0.04
H -3.1399 0.6297 -1.4367  -0.02
H -0.2656 0.9380 -2.4122  0.08
H -1.2298 -0.3644 -0.0186  0.20
C 2.4706 -0.5316 2.1222  -0.20
N 2.0953 -1.5916 2.7095  0.00
H 3.4607 0.0785 2.6963  0.11
H 2.1857 0.0937 1.1544  0.08
H 1.2834 -2.1152 2.5021  0.01

ΔE to the lowest compared entry with this formula, charge and spin ... 4.441 eV
LUMO energy ... 0.614 eV
SMILES string ... C=CO.C=N
Gap between HOMO and LUMO ... 9.7 eV
Calculated total energy ... -6758.309 eV

No. 6
DFT (ωB97M-V/def2-TZVPD) results for a molecular structure, C3H7NO.

Each line ends with the Löwdin charge.
Element x y z (Å)
C -1.2817 -0.5134 0.5479  -0.39
N -1.1346 0.4609 -0.3763  0.02
O -1.7680 -1.7455 0.2307  0.01
H -1.4332 -2.0326 -0.6296  0.11
H -1.3902 0.1786 -1.3183  0.10
H -0.0669 0.8115 -0.4095  0.03
H -1.6596 -0.2054 1.5153  0.12
H 0.9569 -0.1935 0.6813  0.05
C 1.5711 0.7534 -0.1188  -0.15
C 2.5978 1.3109 -0.4397  -0.01
H 3.4469 1.8908 -0.7026  0.00
H 0.1615 -0.7158 1.0196  0.10

ΔE to the lowest compared entry with this formula, charge and spin ... 6.291 eV
LUMO energy ... 0.733 eV
Gap between HOMO and LUMO ... 10.0 eV
Calculated total energy ... -6756.460 eV

No. 7
DFT (ωB97M-V/def2-TZVPD) results for a single C3H7NO molecule.

Each line ends with the Löwdin charge.
Element x y z (Å)
C 1.7270 0.4320 1.0143  0.01
C 0.6898 0.0024 0.2708  -0.50
O 0.8420 -0.5250 -0.9779  0.04
N -0.6262 0.0234 0.6558  -0.02
C -1.7623 -0.2355 -0.1987  -0.09
H 2.7454 0.2518 0.6882  0.04
H 1.5800 0.9225 1.9702  0.04
H 1.7517 -0.3426 -1.2452  0.11
H -0.7964 0.2262 1.6268  0.13
H -1.4352 -0.2434 -1.2395  0.08
H -2.5181 0.5502 -0.0789  0.08
H -2.2334 -1.2041 0.0181  0.08

ΔE to the lowest compared entry with this formula, charge and spin ... 1.449 eV
LUMO energy ... 0.884 eV
SMILES string ... C=C(O)NC
Gap between HOMO and LUMO ... 8.5 eV
Calculated total energy ... -6761.302 eV

No. 8
DFT (ωB97M-V/def2-TZVPD) results for a single C3H7NO molecule.

Each line ends with the Löwdin charge.
Element x y z (Å)
C 1.2975 1.0290 -0.7510  -0.16
N 0.2786 0.0502 -1.3935  -0.12
C -0.4097 -0.9288 -0.4196  -0.21
C -0.7276 -0.6674 1.1250  -0.19
O -0.8375 0.5202 1.6769  -0.05
H 2.3788 0.5324 -0.3976  0.10
H 1.0192 1.6520 0.1262  0.04
H 1.7338 2.0256 -1.3002  0.10
H 0.4641 -0.3322 -2.2851  0.06
H 0.3477 -1.9672 -0.3573  0.15
H -1.5657 -1.3222 -0.8138  0.17
H -0.5889 -1.6978 1.6417  0.12

ΔE to the lowest compared entry with this formula, charge and spin ... 4.836 eV
LUMO energy ... 0.430 eV
SMILES string ... CNCC=O
Gap between HOMO and LUMO ... 9.4 eV
Calculated total energy ... -6757.915 eV

No. 9
DFT (ωB97M-V/def2-TZVPD) results for a single C3H7NO molecule.

Each line ends with the Löwdin charge.
Element x y z (Å)
C 0.8508 -0.8922 0.7291  -0.08
C -0.1151 0.2845 0.8935  -0.22
N -0.5810 0.8540 -0.3755  0.01
C -0.6201 0.2829 -1.6066  -0.36
O -0.3739 -0.8696 -1.9059  0.00
H 0.7495 -1.5888 1.5655  0.07
H 1.8925 -0.5615 0.6765  0.08
H 0.6120 -1.4277 -0.1877  0.05
H 0.3781 1.1042 1.4304  0.11
H -0.9772 -0.0144 1.5039  0.11
H -0.9145 1.8056 -0.3434  0.12
H -0.9010 1.0231 -2.3798  0.13

ΔE to the lowest compared entry with this formula, charge and spin ... 0.696 eV
LUMO energy ... 0.824 eV
SMILES string ... CCNC=O
Gap between HOMO and LUMO ... 10.5 eV
Calculated total energy ... -6762.054 eV

No. 10
DFT (ωB97M-V/def2-TZVPD) results for a single C3H7NO molecule.

Each line ends with the Löwdin charge.
Element x y z (Å)
C 1.9043 0.0739 0.0133  -0.09
N 0.6541 -0.6534 -0.0246  -0.01
C -0.6178 -0.1601 -0.0230  -0.54
C -0.7520 1.3599 0.0046  -0.01
O -1.5804 -0.9217 0.0071  0.02
H 1.6673 1.1381 -0.1477  0.07
H 2.5491 -0.2480 -0.8374  0.09
H 2.4349 -0.0528 0.9764  0.09
H 0.6787 -1.6589 0.1052  0.14
H -0.3949 1.7704 0.9371  0.08
H -0.2513 1.8131 -0.8465  0.08
H -1.8267 1.5437 -0.0411  0.08

ΔE to the lowest compared entry with this formula, charge and spin ... 0.392 eV
LUMO energy ... 0.894 eV
SMILES string ... CNC(C)=O
Gap between HOMO and LUMO ... 10.5 eV
Calculated total energy ... -6762.358 eV

No. 11
DFT (ωB97M-V/def2-TZVPD) results for a single C3H7NO molecule.

Each line ends with the Löwdin charge.
Element x y z (Å)
C 2.2271 -0.5446 -0.0858  -0.09
C 1.2087 0.6602 0.0338  -0.22
C -0.1684 0.1416 0.3495  -0.21
N -1.1180 0.1480 -0.4686  -0.02
O -2.2941 -0.2560 0.1578  -0.08
H 1.9296 -1.1153 -1.0352  0.10
H 2.1032 -1.1617 0.8126  0.06
H 3.2345 -0.1954 -0.1944  0.05
H 1.3966 1.3752 0.8322  0.10
H 1.1510 1.1888 -0.9118  0.10
H -0.3082 -0.3032 1.3053  0.11
H -2.9321 -0.3196 -0.5764  0.09

ΔE to the lowest compared entry with this formula, charge and spin ... 2.553 eV
LUMO energy ... 1.203 eV
SMILES string ... CC/C=N/O
Gap between HOMO and LUMO ... 10.9 eV
Calculated total energy ... -6760.197 eV

No. 12
DFT (ωB97M-V/def2-TZVPD) results for a single C3H7NO molecule.

Each line ends with the Löwdin charge.
Element x y z (Å)
C -1.3141 0.1770 -0.1270  -0.09
C -0.2639 -0.4747 0.8189  -0.16
C 0.9780 0.2662 0.3843  -0.59
N 1.5689 -0.1559 -0.7834  0.15
O 1.2832 1.3138 0.9215  0.05
H -1.6127 -0.5406 -0.8971  0.07
H -2.1948 0.5475 0.3968  0.07
H -0.8805 1.0371 -0.6550  0.08
H -0.2801 -1.5643 0.6945  0.11
H -0.3862 -0.2707 1.8872  0.11
H 1.1659 -0.9299 -1.2896  0.10
H 1.9363 0.5946 -1.3512  0.11

ΔE to the lowest compared entry with this formula, charge and spin ... 0.401 eV
LUMO energy ... 0.896 eV
SMILES string ... CCC(N)=O
Gap between HOMO and LUMO ... 10.7 eV
Calculated total energy ... -6762.349 eV